1.
C42H33N7O12V | ωB97M-V/def2-TZVPD

Its spin multiplicity is 2. The largest force on an atom comes out at 3.6 eV/A. For the lowest unoccupied orbital energy (alpha / beta), the calculation gives -1.90 / -1.60 eV. Its expectation value of S² is 0.7559. The total charge is 0.

CARTESIAN COORDINATES (ANGSTROEM)
V 0.10 -0.35 0.46
O -0.48 0.45 4.41
O 6.81 4.58 -1.19
O 0.19 2.57 -1.52
O -2.60 -2.38 -1.49
O -1.16 -1.15 -0.33
O 0.66 1.18 0.14
O 6.97 3.65 0.75
O -3.54 -0.55 -6.03
O -3.44 4.46 -2.42
O -2.10 3.80 -0.87
O -3.95 1.56 -6.22
O 3.63 -2.28 -0.51
N 6.35 3.97 -0.25
N -2.81 3.61 -1.84
N 1.44 -0.80 1.78
N -3.60 0.58 -5.59
N -0.21 -3.12 2.32
N -0.89 0.14 2.15
N 1.51 -1.37 -0.69
C 0.23 -3.79 -1.63
C 1.43 -1.61 -2.09
C 2.10 -0.78 -3.01
C -2.87 2.24 -2.36
C -2.25 2.13 2.54
C -3.50 2.73 2.64
C -1.02 2.97 2.75
C -1.95 -4.80 3.71
C 2.65 -1.71 -0.05
C 0.95 2.20 -0.67
C 3.08 0.25 -2.55
C -1.79 -4.92 2.34
C 2.63 -1.24 1.38
C 4.36 2.93 0.76
C -2.49 1.18 -1.56
C 1.15 -2.03 -4.84
C -4.58 0.63 2.24
C -2.17 0.76 2.26
C -3.35 0.00 2.14
C -1.20 -3.84 4.38
C 0.74 -2.73 -2.57
C -2.82 -0.30 -3.43
C 1.93 -0.99 -4.37
C -3.32 -1.49 1.92
C -3.26 2.06 -3.67
C 3.73 -1.17 2.20
C 4.20 3.88 -1.46
C 2.88 3.49 -1.54
C 1.27 -0.30 3.00
C -0.14 0.14 3.28
C -4.66 1.99 2.48
C 3.58 -0.61 3.46
C -0.34 -3.04 3.64
C 4.93 3.58 -0.32
C 2.33 -0.18 3.88
C 2.31 2.78 -0.48
C -0.92 -4.06 1.69
C -2.08 -1.31 -1.27
C 3.05 2.52 0.67
C -2.46 -0.10 -2.10
C 0.58 -2.91 -3.94
C -3.22 0.78 -4.19
H -3.55 3.79 2.84
H -0.80 -4.11 0.62
H -5.48 0.04 2.15
H -2.34 -1.84 1.62
H 4.68 -1.52 1.83
H -4.05 -1.78 1.17
H -2.27 1.36 -0.52
H -0.22 2.66 2.08
H 4.08 -0.18 -2.52
H -3.58 2.90 -4.28
H 2.29 3.70 -2.41
H 0.78 -3.76 -0.70
H 1.04 -2.19 -5.91
H 0.27 -2.30 4.15
H -2.34 -5.67 1.78
H 4.44 -0.50 4.12
H -0.67 2.85 3.78
H -2.77 -1.29 -3.86
H -2.64 -5.44 4.25
H -1.24 4.02 2.57
H 2.84 0.60 -1.55
H 0.01 -3.76 -4.29
H 2.45 -0.34 -5.06
H -0.84 -3.66 -1.44
H 4.96 2.75 1.64
H -5.63 2.48 2.55
H 2.15 0.26 4.86
H -1.30 -3.69 5.44
H 4.69 4.42 -2.27
H -3.59 -2.01 2.85
H 3.10 1.10 -3.23
H 2.58 2.02 1.51
H 0.36 -4.77 -2.08



2.
C2H3AlO2 | ωB97M-V/def2-TZVPD

Its spin multiplicity is 2. The energy above the lowest of the compared OMol25 structures with the same formula, charge and spin comes out at 22.1 kJ/mol. The largest force on an atom comes out at 5.2 eV/A. For the lowest unoccupied orbital energy (alpha / beta), the calculation gives -5.49 / -7.29 eV. Its expectation value of S² is 0.7546. The total charge is +1.

CARTESIAN COORDINATES (ANGSTROEM)
Al -0.10 3.40 0.63
O -0.19 0.98 -1.11
O 0.10 -1.13 -1.77
C -0.01 -0.25 -0.92
C 0.02 -0.71 0.51
H 0.03 -1.79 0.66
H -0.78 -0.23 1.07
H 0.91 -0.26 0.94



3.
C4H9NO | ωB97M-V/def2-TZVPD

Its spin multiplicity is 1. As for the SMILES: CN1CC(O)C1. The energy above the lowest of the compared OMol25 structures with the same formula, charge and spin comes out at 209.7 kJ/mol. The largest force on an atom comes out at 0.3 eV/A. For the lowest unoccupied orbital energy, the calculation gives 1.07 eV. The total charge is 0.

CARTESIAN COORDINATES (ANGSTROEM)
O -1.49 2.05 -0.45
N 0.72 -0.04 0.33
C 1.35 -1.33 0.46
C 0.28 0.35 -1.03
C -0.66 0.07 0.85
C -1.12 0.70 -0.48
H -1.94 0.18 -0.98
H 0.28 -0.49 -1.74
H 0.78 -2.14 -0.03
H -0.75 0.73 1.73
H 2.35 -1.31 0.03
H -0.87 2.53 0.12
H -1.14 -0.89 1.09
H 0.85 1.18 -1.46
H 1.44 -1.58 1.53



4.
CH5ClO2SSi | ωB97M-V/def2-TZVPD

Its spin multiplicity is 1. The energy above the lowest of the compared OMol25 structures with the same formula, charge and spin comes out at 267.9 kJ/mol. The largest force on an atom comes out at 5.6 eV/A. For the lowest unoccupied orbital energy, the calculation gives -1.15 eV. The total charge is 0.

CARTESIAN COORDINATES (ANGSTROEM)
Cl 0.41 -4.93 2.54
S 2.33 -5.13 1.55
Si 2.38 -2.01 1.61
O 2.82 -3.62 1.71
O 1.85 -5.34 0.24
C -0.21 0.68 -0.26
H 0.78 -2.14 1.21
H 0.68 1.11 -0.40
H -1.08 1.03 -0.76
H -0.42 0.48 0.74
H -0.14 -0.42 -0.60



5.
C5H12N2O | ωB97M-V/def2-TZVPD

Its spin multiplicity is 1. As for the SMILES: [H]/N=C(/CN)C(C)(C)O. The energy above the lowest of the compared OMol25 structures with the same formula, charge and spin comes out at 332.2 kJ/mol. The largest force on an atom comes out at 7.1 eV/A. For the lowest unoccupied orbital energy, the calculation gives 0.71 eV. The total charge is 0.

CARTESIAN COORDINATES (ANGSTROEM)
O 1.19 1.73 0.50
N -1.49 1.62 -0.02
N -2.79 -1.03 -0.61
C -0.94 0.50 -0.03
C -1.25 -0.89 0.10
C 0.90 0.38 0.10
C 1.53 -0.58 1.09
C 1.45 0.21 -1.31
H -1.42 -1.19 1.13
H 1.27 -0.80 -1.68
H 2.59 -0.37 1.24
H 1.04 -0.50 2.07
H 1.45 -1.61 0.76
H -3.09 -0.16 -1.06
H 0.99 1.81 1.44
H -0.78 2.37 0.01
H -3.50 -1.21 0.10
H 0.99 0.93 -2.00
H 2.53 0.41 -1.34
H -0.68 -1.61 -0.48



6.
C4H9NO2 | ωB97M-V/def2-TZVPD

Its spin multiplicity is 1. As for the SMILES: CC(C)=NC(O)O. The energy above the lowest of the compared OMol25 structures with the same formula, charge and spin comes out at 131.3 kJ/mol. The largest force on an atom comes out at 0.8 eV/A. For the lowest unoccupied orbital energy, the calculation gives 0.81 eV. The total charge is 0.

CARTESIAN COORDINATES (ANGSTROEM)
O 1.85 -1.00 0.50
O 2.61 1.13 0.08
N 0.39 0.82 0.06
C -0.96 -1.21 -0.39
C -0.73 0.23 -0.02
C 1.63 0.18 -0.22
C -1.95 1.03 0.29
H 1.69 -0.11 -1.28
H -2.55 0.53 1.04
H -0.17 -1.59 -1.02
H 1.82 -0.79 1.44
H 3.48 0.76 -0.12
H -1.67 2.02 0.64
H -1.92 -1.32 -0.89
H -0.98 -1.81 0.52
H -2.56 1.13 -0.61



7.
C36H72BFN7O16P2S | ωB97M-V/def2-TZVPD

Its spin multiplicity is 1. The largest force on an atom comes out at 8.4 eV/A. For the lowest unoccupied orbital energy, the calculation gives -3.60 eV. The total charge is +1.

CARTESIAN COORDINATES (ANGSTROEM)
S 0.26 8.20 10.40
P 1.68 -4.33 -13.56
P 1.70 -2.23 -5.27
F -4.08 4.47 5.50
O -1.66 0.34 -0.62
O 0.16 -4.46 -12.89
O 3.25 -2.05 -5.88
O 2.27 -3.26 -4.09
O 0.25 -1.94 5.18
O 0.23 -2.35 -4.96
O -2.83 0.80 6.35
O -1.98 -2.34 5.98
O 1.97 -0.79 -4.52
O 1.95 -5.79 -13.80
O 1.33 10.36 8.79
O -4.37 -0.95 3.43
O 1.67 -2.68 -13.27
O 0.11 -1.86 -0.01
O -3.77 0.48 1.84
O 1.26 -3.92 -15.10
N 0.35 1.16 3.82
N -0.97 -0.26 2.39
N -0.02 12.02 9.52
N -0.33 10.86 10.14
N -0.26 0.12 1.26
N -2.89 2.30 4.00
N -1.42 -0.16 4.74
C -3.68 -3.67 4.81
C 1.43 -2.08 -12.01
C 0.44 9.85 9.72
C 4.09 -3.12 -6.26
C 0.22 2.38 8.99
C -1.57 0.95 5.72
C 0.38 -0.30 -2.75
C -3.14 3.91 6.42
C -0.69 0.19 3.60
C 3.67 -3.77 -7.57
C 1.67 -4.53 -3.87
C 0.04 4.98 9.45
C -1.16 2.45 0.31
C -1.07 0.87 0.28
C -0.43 2.46 3.92
C -1.70 2.29 4.87
C -2.87 5.09 7.47
C 2.23 -5.61 -4.78
C -3.48 -0.49 2.48
C -2.18 -3.62 5.33
C 0.89 0.05 -4.14
C -0.28 3.51 9.98
C 0.41 -5.79 -16.40
C 1.53 -4.79 -16.19
C 1.32 5.60 10.16
C 2.06 -1.01 1.06
C -0.11 -5.43 -11.88
C -1.76 3.61 5.73
C 1.51 7.08 9.64
C 2.60 -2.24 -11.06
C -2.11 -1.20 2.15
C -0.96 1.64 8.23
C -0.45 1.14 6.80
C 0.99 11.67 8.70
C 0.53 -0.98 0.68
C 0.23 -4.93 -10.48
B -1.11 -1.50 5.30
H 0.09 0.01 -4.88
H -0.55 0.22 -2.54
H -2.18 -1.51 1.08
H 2.54 7.44 9.88
H 1.01 1.19 3.04
H -1.53 -3.79 4.44
H 3.44 -1.62 -11.39
H -3.76 2.13 4.50
H -0.26 2.86 0.82
H 0.70 -6.56 -17.11
H 0.58 -4.48 -3.97
H 2.25 5.01 9.92
H 1.45 12.46 8.07
H 4.20 -3.84 -5.46
H 1.41 7.12 8.53
H 2.96 -3.27 -11.02
H 0.21 0.27 7.03
H -1.91 5.60 7.22
H 1.12 -0.01 -2.00
H 2.60 -4.00 -7.57
H 0.95 2.85 8.28
H 5.09 -2.69 -6.40
H 2.13 -0.59 2.10
H -1.24 2.78 -0.76
H -1.61 4.46 4.99
H 0.42 -6.37 -12.07
H 1.27 -1.02 -12.19
H 0.81 1.65 9.62
H 0.10 -6.28 -15.47
H 2.49 -5.29 -16.05
H 4.23 -4.68 -7.75
H -1.87 2.28 8.17
H 1.30 -4.68 -10.41
H -2.11 2.72 0.84
H -0.80 5.68 9.68
H 1.75 -6.57 -4.58
H -2.08 -4.47 6.05
H 2.65 -0.33 0.40
H 1.17 5.68 11.27
H 2.32 -1.92 -10.05
H 0.31 -2.70 4.58
H -4.18 -2.73 5.16
H -3.56 3.08 7.02
H -2.90 3.22 3.55
H 0.27 4.96 8.35
H 3.30 -5.73 -4.63
H -0.34 -4.04 -10.24
H 0.30 3.42 10.93
H 0.01 -5.69 -9.73
H 0.28 3.21 4.37
H -2.83 0.11 7.04
H 2.06 -5.36 -5.83
H -0.95 3.74 6.49
H -0.48 -5.28 -16.78
H -4.26 -4.52 5.27
H 0.49 -2.44 -11.58
H -1.36 3.40 10.25
H -1.16 0.71 8.83
H 0.21 -1.37 -2.62
H 0.25 1.96 6.47
H -2.73 4.57 8.46
H -5.15 -1.29 2.94
H 2.45 -2.05 1.12
H 1.63 -4.18 -17.08
H -3.74 5.77 7.56
H 1.87 -4.80 -2.83
H 3.84 -3.08 -8.40
H -1.17 -5.65 -11.92
H -1.97 -2.17 2.72
H -0.73 2.87 2.93
H 1.26 1.08 -4.14
H -3.70 -3.78 3.69



8.
C2H13N3O3 | ωB97M-V/def2-TZVPD

Its spin multiplicity is 1. The energy above the lowest of the compared OMol25 structures with the same formula, charge and spin comes out at 40.8 kJ/mol. The largest force on an atom comes out at 3.0 eV/A. For the lowest unoccupied orbital energy, the calculation gives 0.57 eV. The total charge is 0.

CARTESIAN COORDINATES (ANGSTROEM)
O -0.12 2.64 0.46
O 1.26 0.77 1.95
O 3.06 -0.96 1.40
N -1.07 -0.87 -1.71
N 1.02 -1.25 -0.62
N -0.57 0.02 0.42
C -2.41 -0.40 -1.83
C -0.23 -0.68 -0.65
H -0.50 3.31 1.04
H -0.73 -1.55 -2.39
H 1.74 -0.88 0.03
H 1.42 -1.31 -1.53
H 2.64 -1.67 1.89
H 1.02 0.87 2.86
H 0.56 2.25 1.05
H 2.51 -0.14 1.68
H -3.12 -0.96 -1.14
H -2.79 -0.73 -2.86
H 0.28 0.54 1.26
H -2.42 0.70 -1.81
H -1.56 0.28 0.51



9.
C4H14N4O | ωB97M-V/def2-TZVPD

Its spin multiplicity is 1. As for the SMILES: NC(N)=NO.CN(C)C. The energy above the lowest of the compared OMol25 structures with the same formula, charge and spin comes out at 257.2 kJ/mol. The largest force on an atom comes out at 3.9 eV/A. For the lowest unoccupied orbital energy, the calculation gives 0.78 eV. The total charge is 0.

CARTESIAN COORDINATES (ANGSTROEM)
O -0.18 -2.73 -0.88
N -2.45 -0.86 1.02
N -0.73 -2.24 0.32
N -1.66 -0.61 -1.14
N 0.82 0.62 -0.04
C 1.53 0.85 -1.29
C -0.10 1.93 0.48
C -1.57 -1.26 0.07
C 1.73 0.18 1.01
H -2.31 -1.31 1.92
H -2.55 0.15 1.10
H 2.50 0.93 1.23
H 0.16 -3.60 -0.61
H 0.84 1.13 -2.09
H 0.60 2.76 0.44
H 1.17 -0.02 1.93
H 2.22 -0.76 0.72
H -2.01 0.34 -0.98
H 2.28 1.65 -1.19
H -0.95 2.18 -0.15
H -0.38 1.75 1.53
H 2.07 -0.05 -1.61
H -1.01 -1.02 -1.80



10.
C5H8O | ωB97M-V/def2-TZVPD

Its spin multiplicity is 1. As for the SMILES: C1CC2(C1)CO2. The energy above the lowest of the compared OMol25 structures with the same formula, charge and spin comes out at 202.9 kJ/mol. The largest force on an atom comes out at 0.4 eV/A. For the lowest unoccupied orbital energy, the calculation gives 1.09 eV. The total charge is 0.

CARTESIAN COORDINATES (ANGSTROEM)
O -0.84 -1.15 -1.33
C -0.50 0.12 -1.91
C -0.92 0.21 0.83
C 1.12 -0.26 0.14
C -0.26 -0.16 -0.50
C 0.49 0.15 1.49
H 0.89 1.10 1.87
H -1.57 -0.62 1.15
H 1.58 -1.25 0.09
H 1.82 0.47 -0.27
H 0.37 0.08 -2.57
H -1.33 0.74 -2.26
H 0.58 -0.60 2.29
H -1.46 1.16 0.91



11.
C5H9ClNO2P | ωB97M-V/def2-TZVPD

Its spin multiplicity is 1. The largest force on an atom comes out at 3.4 eV/A. For the lowest unoccupied orbital energy (alpha / beta), the calculation gives -0.65 / -0.16 eV. The total charge is 0.

CARTESIAN COORDINATES (ANGSTROEM)
Cl -4.64 -1.50 0.15
P -3.98 0.26 -0.55
O 0.68 0.39 -0.80
O -3.25 0.83 0.71
N -1.34 -0.48 -1.47
C 1.29 -0.84 -0.82
C -1.18 1.73 -0.45
C 1.99 -1.14 0.49
C -0.62 0.40 -0.98
C -1.86 1.39 0.88
H -1.24 0.70 1.39
H -1.92 2.17 -1.14
H 1.45 -1.71 1.20
H -0.27 2.32 -0.48
H 2.19 -0.21 0.95
H 2.04 -0.84 -1.57
H 2.91 -1.72 0.55
H -2.11 2.24 1.57
H 0.60 -1.59 -1.07



12.
C3H8N2O | ωB97M-V/def2-TZVPD

Its spin multiplicity is 1. The energy above the lowest of the compared OMol25 structures with the same formula, charge and spin comes out at 645.0 kJ/mol. The largest force on an atom comes out at 6.6 eV/A. For the lowest unoccupied orbital energy (alpha / beta), the calculation gives -0.52 / -0.53 eV. The total charge is 0.

CARTESIAN COORDINATES (ANGSTROEM)
O -1.28 -0.66 -0.15
N 3.24 1.26 0.67
N 0.10 0.35 0.20
C -0.41 1.64 -0.29
C 2.27 0.78 0.27
C -0.94 -2.02 -0.10
H 1.10 -0.13 -0.31
H -0.07 2.41 0.40
H 0.02 1.83 -1.27
H -0.55 -2.33 0.89
H 0.06 0.17 1.20
H -1.49 1.59 -0.37
H -0.20 -2.30 -0.87
H -1.85 -2.59 -0.28



Repeat the eleventh record exactly.
C5H9ClNO2P | ωB97M-V/def2-TZVPD

Its spin multiplicity is 1. The largest force on an atom comes out at 3.4 eV/A. For the lowest unoccupied orbital energy (alpha / beta), the calculation gives -0.65 / -0.16 eV. The total charge is 0.

CARTESIAN COORDINATES (ANGSTROEM)
Cl -4.64 -1.50 0.15
P -3.98 0.26 -0.55
O 0.68 0.39 -0.80
O -3.25 0.83 0.71
N -1.34 -0.48 -1.47
C 1.29 -0.84 -0.82
C -1.18 1.73 -0.45
C 1.99 -1.14 0.49
C -0.62 0.40 -0.98
C -1.86 1.39 0.88
H -1.24 0.70 1.39
H -1.92 2.17 -1.14
H 1.45 -1.71 1.20
H -0.27 2.32 -0.48
H 2.19 -0.21 0.95
H 2.04 -0.84 -1.57
H 2.91 -1.72 0.55
H -2.11 2.24 1.57
H 0.60 -1.59 -1.07



Which of these has the highest largest force on an atom? C36H72BFN7O16P2S